#one
The following is a quantum chemistry calculation of C5H14N2O in the gas phase, from the Open Molecules 2025 dataset.

Properties
SMILES = CNC[C@H](N)CCO
HOMO energy = -8.308 eV
Multiplicity = 1

Last column: Löwdin charge in e.
Geometry (Å):
C  0.28  -1.42  2.93  -0.14
N  -0.31  -0.66  1.86  -0.14
C  -0.12  -1.14  0.52  -0.23
C  -0.58  -0.11  -0.52  -0.39
N  -1.87  -0.52  -1.08  0.03
C  0.52  0.17  -1.57  -0.16
C  1.44  1.30  -1.16  -0.25
O  0.72  2.52  -0.91  -0.08
H  -0.12  -2.43  3.08  0.07
H  1.35  -1.52  2.76  0.07
H  0.22  -0.81  3.83  0.07
H  -1.22  -0.30  2.08  0.11
H  0.95  -1.35  0.38  0.11
H  -0.64  -2.09  0.30  0.12
H  -0.75  0.82  0.01  0.13
H  -2.43  0.26  -1.41  0.07
H  -1.75  -1.19  -1.83  0.07
H  1.12  -0.74  -1.73  0.11
H  0.06  0.36  -2.55  0.11
H  1.90  1.08  -0.20  0.12
H  2.16  1.49  -1.95  0.11
H  0.24  2.77  -1.70  0.08



#two
The following is a quantum chemistry calculation of 2 unconnected molecules or ions with the total composition C5H14N2O, from the Open Molecules 2025 dataset.

Properties
SMILES = CC(=O)NN.CCC
HOMO energy = -9.539 eV
Multiplicity = 1

Last column: Löwdin charge in e.
Geometry (Å):
C  -0.54  0.98  -2.41  -0.01
C  -0.32  1.32  -0.96  -0.56
O  -1.22  1.43  -0.13  0.01
N  0.98  1.50  -0.62  -0.03
N  1.36  2.05  0.63  0.05
H  -0.34  1.86  -3.03  0.09
H  0.13  0.17  -2.72  0.08
H  -1.57  0.65  -2.55  0.09
H  1.72  1.46  -1.30  0.14
H  0.56  2.59  0.97  0.09
H  1.50  1.28  1.29  0.07
C  -0.62  -0.71  2.03  -0.14
C  0.38  -1.48  1.19  -0.30
C  -0.23  -1.97  -0.19  -0.09
H  -1.06  0.11  1.40  0.06
H  -0.14  -0.25  2.89  0.07
H  -1.43  -1.35  2.37  0.07
H  0.71  -2.38  1.72  0.09
H  1.25  -0.87  0.96  0.07
H  -1.06  -2.65  0.01  0.07
H  0.54  -2.52  -0.73  0.06
H  -0.59  -1.19  -0.83  0.03



Energetically preferred structure: #two | next structure: +32.2 kJ/mol



#one
The following is a quantum chemistry calculation of 2 unconnected molecules or ions with the total composition C5H14N2O, from the Open Molecules 2025 dataset.

Properties
HOMO energy = -6.614 eV
Multiplicity = 1

Last column: Löwdin charge in e.
Geometry (Å):
C  0.80  1.51  1.47  -0.21
C  -0.25  2.11  0.69  -0.21
N  -0.11  0.15  2.29  0.07
H  0.08  -0.70  1.77  0.04
H  0.01  0.01  3.30  0.08
H  1.14  2.05  2.34  0.07
H  1.62  1.00  0.97  0.07
H  -0.17  1.99  -0.39  -0.01
H  -1.01  0.64  1.85  0.11
H  -0.55  3.12  0.95  -0.01
C  -1.99  -0.80  -0.89  -0.07
C  1.71  -1.14  -1.73  0.00
N  -0.69  -0.82  -1.54  0.01
C  0.42  -1.30  -0.94  -0.55
O  0.41  -1.79  0.18  0.00
H  -0.59  -0.32  -2.41  0.13
H  -2.77  -0.94  -1.64  0.08
H  -2.14  0.15  -0.37  0.06
H  -2.03  -1.62  -0.17  0.08
H  2.40  -1.92  -1.43  0.08
H  2.15  -0.17  -1.48  0.08
H  1.55  -1.19  -2.80  0.08



#two
The following is a quantum chemistry calculation of C5H14N2O in the gas phase, from the Open Molecules 2025 dataset.

Properties
SMILES = CN[C@H](C)CNCO
HOMO energy = -8.350 eV
Multiplicity = 1

Last column: Löwdin charge in e.
Geometry (Å):
C  -0.80  -1.19  1.73  -0.12
N  0.38  -0.36  1.53  -0.10
C  0.92  -0.05  0.20  -0.40
C  2.47  -0.08  0.32  -0.07
C  0.42  1.19  -0.53  -0.18
N  -0.59  1.00  -1.58  -0.06
C  -1.88  0.51  -1.23  -0.33
O  -1.99  -0.89  -1.21  -0.07
H  -0.98  -1.22  2.81  0.08
H  -0.66  -2.19  1.30  0.08
H  -1.70  -0.74  1.33  0.05
H  1.16  -0.66  2.10  0.08
H  0.74  -0.91  -0.48  0.14
H  2.74  -1.06  0.70  0.07
H  2.87  0.62  1.06  0.08
H  2.80  0.12  -0.69  0.08
H  1.26  1.69  -1.03  0.11
H  -0.01  1.91  0.19  0.12
H  -0.57  1.76  -2.21  0.09
H  -2.59  0.90  -1.97  0.12
H  -2.22  0.87  -0.25  0.12
H  -1.79  -1.24  -2.10  0.10



#three
The following is a quantum chemistry calculation of a molecular structure, C5H14N2O, from the Open Molecules 2025 dataset.

Properties
HOMO energy = -8.753 eV
Multiplicity = 1

Last column: Löwdin charge in e.
Geometry (Å):
C  -1.13  -0.42  -1.38  -0.25
C  -1.54  0.95  0.60  -0.09
C  -0.52  -1.62  -0.66  -0.09
N  -2.09  0.38  -0.62  -0.25
O  -3.19  -0.47  -0.23  -0.06
H  -3.94  -0.10  -0.70  0.09
H  -1.67  -0.76  -2.27  0.11
H  -0.35  0.27  -1.71  0.11
H  -0.68  1.56  0.34  0.07
H  -1.24  0.19  1.33  0.07
H  -2.31  1.58  1.06  0.08
H  -1.31  -2.26  -0.26  0.07
H  0.14  -1.31  0.15  0.04
H  0.07  -2.21  -1.36  0.07
C  3.13  0.28  0.02  -0.07
C  2.30  0.66  1.13  -0.45
N  1.67  -0.08  1.93  0.08
H  1.26  0.36  2.74  0.06
H  1.84  1.68  0.65  0.11
H  3.31  -0.79  -0.08  0.08
H  2.28  1.19  -0.52  0.16
H  3.98  0.93  -0.14  0.06



Energetically preferred structure: #two | next structure: +124.3 kJ/mol



#one
The following is a quantum chemistry calculation of a molecular structure, C5H14N2O, from the Open Molecules 2025 dataset.

Properties
HOMO energy = -4.866 eV
Multiplicity = 1

Last column: Löwdin charge in e.
Geometry (Å):
C  -1.52  -0.16  0.31  -0.59
C  -1.21  0.59  -0.90  -0.10
C  0.93  -1.22  -0.62  -0.08
C  1.36  1.46  -0.45  -0.10
C  1.28  -1.56  0.80  -0.13
N  0.47  0.51  -1.12  -0.07
N  -1.00  0.40  1.51  0.02
O  -2.84  -0.63  0.44  -0.08
H  -3.48  0.09  0.57  0.06
H  0.61  0.57  -2.12  0.12
H  -1.20  1.40  1.61  0.05
H  -1.22  -0.11  2.36  0.07
H  -1.57  1.63  -0.95  0.10
H  -1.54  0.07  -1.79  0.10
H  1.82  -1.22  -1.26  0.08
H  0.17  -1.86  -1.05  0.09
H  1.18  1.41  0.62  0.07
H  2.40  1.20  -0.64  0.09
H  1.19  2.49  -0.80  0.09
H  2.05  -2.34  0.82  0.08
H  0.42  -1.98  1.32  0.07
H  1.70  -0.71  1.35  0.07



#two
The following is a quantum chemistry calculation of 2 unconnected molecules or ions with the total composition C5H14N2O, from the Open Molecules 2025 dataset.

Properties
SMILES = C[C@H](N)C/C=C/N.O
HOMO energy = -7.943 eV
Multiplicity = 1

Last column: Löwdin charge in e.
Geometry (Å):
C  1.06  -0.08  1.40  -0.06
C  0.02  -0.56  0.37  -0.46
N  -0.18  -2.00  0.55  0.02
C  0.55  -0.35  -1.07  -0.21
C  1.02  1.03  -1.40  -0.14
C  0.27  2.12  -1.55  -0.22
N  0.79  3.40  -1.78  0.02
H  1.17  0.99  1.45  0.07
H  2.01  -0.55  1.11  0.08
H  0.82  -0.56  2.35  0.07
H  -0.91  0.01  0.44  0.13
H  -0.05  -2.24  1.53  0.05
H  -1.11  -2.27  0.27  0.06
H  1.32  -1.11  -1.26  0.11
H  -0.29  -0.65  -1.71  0.11
H  2.09  1.16  -1.30  0.10
H  -0.82  2.09  -1.53  0.12
H  1.76  3.51  -1.52  0.08
H  0.23  4.13  -1.36  0.07
O  -2.89  -2.69  2.30  -0.06
H  -2.42  -3.51  2.13  0.03
H  -2.63  -2.37  3.16  0.03



#three
The following is a quantum chemistry calculation of 2 unconnected molecules or ions with the total composition C5H14N2O, from the Open Molecules 2025 dataset.

Properties
SMILES = C=NCC.CNCO
HOMO energy = -8.928 eV
Multiplicity = 1

Last column: Löwdin charge in e.
Geometry (Å):
C  -1.92  0.10  -2.55  -0.04
N  -1.51  -0.54  -1.55  -0.05
C  -2.49  -0.94  -0.55  -0.30
C  -1.99  -0.62  0.85  -0.10
H  -2.97  0.36  -2.67  0.08
H  -1.22  0.41  -3.31  0.07
H  -3.47  -0.47  -0.74  0.10
H  -2.64  -2.02  -0.62  0.11
H  -2.68  -1.00  1.60  0.07
H  -0.99  -1.02  1.00  0.06
H  -1.92  0.47  0.96  0.07
C  2.66  0.44  2.06  -0.15
N  1.64  0.54  1.02  -0.12
C  2.20  0.42  -0.31  -0.35
O  1.22  0.67  -1.28  -0.07
H  3.04  -0.58  2.11  0.08
H  2.23  0.67  3.03  0.07
H  3.52  1.10  1.89  0.07
H  1.19  1.44  1.07  0.11
H  3.01  1.14  -0.47  0.12
H  2.61  -0.59  -0.40  0.12
H  0.49  0.05  -1.14  0.04



Energetically preferred structure: #two | next structure: +39.0 kJ/mol



#one
The following is a quantum chemistry calculation of C5H14N2O in the gas phase, from the Open Molecules 2025 dataset.

Properties
SMILES = CNC[C@H](CO)NC
HOMO energy = -8.243 eV
Multiplicity = 1

Last column: Löwdin charge in e.
Geometry (Å):
C  2.07  1.29  -2.22  -0.04
N  0.59  0.82  -1.71  -0.10
C  0.53  0.84  -0.30  -0.30
C  -0.48  -0.13  0.42  -0.38
C  -1.26  0.52  1.62  -0.20
O  -2.45  1.12  1.02  -0.12
N  0.12  -1.42  0.52  -0.13
C  -0.65  -2.66  0.71  -0.09
H  2.85  1.28  -1.43  0.07
H  1.88  2.29  -2.42  0.03
H  2.22  0.68  -3.13  0.07
H  0.35  -0.09  -2.09  0.08
H  0.09  1.95  0.02  0.15
H  1.53  0.80  0.27  0.11
H  -1.28  -0.26  -0.46  0.17
H  -1.89  -0.14  2.30  0.13
H  -0.59  1.22  2.15  0.11
H  -2.43  2.07  1.22  0.08
H  0.99  -1.30  1.12  0.14
H  -0.60  -2.70  1.88  0.12
H  -0.12  -3.47  0.44  0.01
H  -1.47  -2.72  0.08  0.06



#two
The following is a quantum chemistry calculation of C5H14N2O in the gas phase, from the Open Molecules 2025 dataset.

Properties
SMILES = CC(C)N(N)[C@H](C)O
HOMO energy = -8.663 eV
Multiplicity = 1

Last column: Löwdin charge in e.
Geometry (Å):
C  -0.54  1.57  0.94  -0.08
C  -1.01  0.50  -0.04  -0.36
C  -1.77  1.12  -1.21  -0.07
N  0.18  -0.30  -0.70  -0.18
N  1.39  0.31  -0.96  0.05
C  0.29  -1.51  0.05  -0.40
C  1.13  -1.48  1.33  -0.03
O  0.93  -2.49  -0.91  -0.08
H  -1.41  2.07  1.37  0.08
H  0.03  1.15  1.76  0.06
H  0.06  2.33  0.44  0.07
H  -1.69  -0.18  0.48  0.13
H  -2.67  1.62  -0.85  0.07
H  -2.07  0.35  -1.91  0.08
H  -1.15  1.85  -1.73  0.07
H  1.84  0.78  -0.17  0.08
H  1.31  0.91  -1.78  0.09
H  -0.68  -1.97  0.18  0.14
H  1.22  -2.50  1.71  0.08
H  2.13  -1.12  1.10  0.07
H  0.67  -0.87  2.10  0.06
H  1.79  -2.15  -1.18  0.06



#three
The following is a quantum chemistry calculation of 3 unconnected molecules or ions with the total composition C5H14N2O, from the Open Molecules 2025 dataset.

Properties
SMILES = [H]/N=C(/C)CC.C=N.O
HOMO energy = -9.191 eV
Multiplicity = 1

Last column: Löwdin charge in e.
Geometry (Å):
H  0.74  -0.07  -1.81  0.07
N  0.78  -0.08  -0.79  0.09
C  -0.24  0.08  -0.09  -0.48
C  -0.01  -0.12  1.43  -0.03
C  -1.72  0.28  -0.57  -0.26
C  -2.61  -0.79  -0.18  -0.18
H  -0.60  -1.10  1.57  0.10
H  1.03  -0.24  1.62  0.04
H  -0.40  0.77  1.99  0.09
H  -2.17  1.24  -0.17  0.13
H  -1.82  0.29  -1.71  0.13
H  -3.54  -0.86  -0.82  0.08
H  -3.12  -0.84  0.77  0.07
H  -2.00  -1.80  -0.43  0.14
C  1.08  2.29  -0.80  -0.24
N  1.94  2.52  0.06  0.03
H  -0.06  2.32  -0.49  0.09
H  1.18  2.35  -1.92  0.09
H  2.94  2.53  -0.09  0.05
O  2.82  -3.13  0.81  -0.16
H  2.49  -2.32  1.55  0.20
H  3.30  -3.34  0.07  -0.05



#four
The following is a quantum chemistry calculation of C5H14N2O in the gas phase, from the Open Molecules 2025 dataset.

Properties
SMILES = CC[C@H](C)N(O)NC
HOMO energy = -8.542 eV
Multiplicity = 1

Last column: Löwdin charge in e.
Geometry (Å):
C  -1.39  -1.47  -1.90  -0.13
C  0.05  -1.11  -1.59  -0.20
C  0.25  0.09  -0.45  -0.35
C  1.75  0.29  -0.23  -0.07
N  -0.54  -0.35  0.67  -0.15
O  0.15  -1.34  1.42  -0.03
N  -0.95  0.88  1.52  -0.08
C  -0.02  1.90  1.93  -0.15
H  -1.45  -2.08  -2.80  0.07
H  -1.83  -2.05  -1.08  0.07
H  -2.00  -0.57  -2.05  0.07
H  0.61  -2.00  -1.28  0.10
H  0.53  -0.72  -2.50  0.10
H  -0.20  0.97  -0.93  0.14
H  2.23  0.58  -1.17  0.08
H  2.01  1.04  0.52  0.05
H  2.24  -0.64  0.10  0.08
H  -0.23  -1.18  2.30  0.10
H  -1.91  1.19  1.38  0.11
H  0.88  1.47  2.38  0.08
H  0.29  2.53  1.08  0.07
H  -0.47  2.56  2.68  0.08



Energetically preferred structure: #two | next structure: +184.9 kJ/mol